8
Properties=species:S:1:pos:R:3:forces:R:3 method="wB97M-V/def2-TZVPD" largest_force_ev_per_a=1.58 homo_ev=-8.80 multiplicity=1 total_charge=0 e_tot_ha=-191.74842 gap_ev=9.6
C 0.532 1.292 -0.627 -0.03 0.81 0.13
C 1.366 1.838 0.037 0.99 -0.65 1.05
C -1.289 -1.335 0.796 0.43 0.11 -0.65
O -0.568 -1.674 -0.251 -0.45 -0.50 0.36
H -0.338 1.070 -1.175 -0.39 -0.22 -0.43
H 2.143 2.041 0.776 -0.63 0.18 -0.81
H -1.750 -2.306 1.082 0.05 0.00 0.00
H -0.094 -0.925 -0.640 0.03 0.27 0.37